(1)
Molecular formula: C16H18O4
Method: DFT, ωB97M-V/def2-TZVPD

Geometry as XYZ:
```
38
Properties=species:S:1:pos:R:3:nbo_charge:R:1
C 4.9432 -1.2410 -0.4875 -0.6240
C 4.2704 -0.9115 0.9174 -0.4158
C 4.0247 0.6286 1.1417 -0.4315
C 2.5880 1.1421 0.7416 -0.0762
O 1.5245 0.1509 0.9153 -0.5174
C 0.9308 -0.0173 -0.3235 0.2524
C -0.1215 0.6199 -0.9246 -0.1281
C -0.9927 1.7423 -0.3052 -0.4600
C -2.2421 1.0418 0.3528 -0.0049
C -2.5262 1.0240 1.7841 -0.2387
C -3.7090 0.2930 2.2490 -0.1969
C -4.6189 -0.4169 1.3359 -0.2372
C -4.3563 -0.3730 -0.0985 0.0204
C -5.2366 -1.0500 -1.1968 -0.6458
C -3.1685 0.3634 -0.5406 -0.2388
C -0.1736 -0.0817 -2.3189 0.7897
O -1.0636 -0.3313 -3.0590 -0.4993
O 1.1802 -0.4723 -2.5558 -0.5417
C 1.4902 -1.1036 -1.3140 0.7452
O 1.9786 -2.1619 -1.1374 -0.4804
H 4.5023 -0.6509 -1.3298 0.1980
H 6.0626 -1.1208 -0.4423 0.2082
H 4.7752 -2.3260 -0.7449 0.2247
H 5.0438 -1.2216 1.6812 0.2061
H 3.3781 -1.5562 1.1236 0.2303
H 4.7642 1.1750 0.4857 0.2145
H 4.2557 0.8893 2.2054 0.2121
H 2.5737 1.4796 -0.3317 0.1874
H 2.3381 1.9935 1.4379 0.1967
H -0.4381 2.4029 0.4070 0.2436
H -1.4218 2.4294 -1.0900 0.2433
H -1.8447 1.5597 2.4904 0.2218
H -3.9339 0.2340 3.3386 0.2185
H -5.5020 -0.9925 1.7110 0.2207
H -5.7102 -0.2208 -1.7975 0.2256
H -4.5829 -1.6015 -1.9275 0.2303
H -6.0123 -1.7190 -0.7560 0.2221
H -2.9696 0.4004 -1.6371 0.2250
```

Properties
- Structure (SMILES): CCCCOC1=C(Cc2cccc(C)c2)C(=O)OC1=O
- Total charge: 0
- Frontier orbital gap: 8.89 eV
- Relative energy (zero: lowest compared OMol25 entry of this formula, charge and spin): 3.229 eV
- Maximum force: 0.050 Eh/bohr
- Energy: -25071.09437 eV


(2)
Molecular formula: C6H11N
Method: DFT, ωB97M-V/def2-TZVPD

Geometry as XYZ:
```
18
Properties=species:S:1:pos:R:3:nbo_charge:R:1
C 0.1657 -0.4658 0.4841 0.0201
C 0.4440 0.6953 1.4052 -0.6459
C 1.1939 -1.5701 0.5163 -0.6441
C -0.0027 1.3188 -1.4729 -0.4200
N -0.1375 -0.0659 -0.9522 -0.4779
C -1.5139 -0.4748 -0.2173 0.0676
C -2.7321 -0.4702 -0.2223 -0.4628
H 0.3247 -0.7229 -1.5735 0.4018
H 1.4107 1.1742 1.1922 0.1904
H -0.3403 1.4542 1.3813 0.2245
H 0.4711 0.3198 2.4325 0.2308
H 0.9369 -2.3886 -0.1618 0.2139
H 1.2289 -1.9995 1.5219 0.2328
H 2.1993 -1.2041 0.2533 0.1948
H -0.3709 1.3441 -2.4953 0.2201
H -0.6213 1.9792 -0.8676 0.2227
H 1.0403 1.6421 -1.4325 0.2023
H -3.6967 -0.5659 0.2086 0.2288
```

Properties
- Total charge: 0
- Frontier orbital gap: 7.04 eV
- Relative energy (zero: lowest compared OMol25 entry of this formula, charge and spin): 6.009 eV
- Maximum force: 0.112 Eh/bohr
- Energy: -7884.52236 eV


(3)
Molecular formula: C4H8N2
Method: DFT, ωB97M-V/def2-TZVPD

Geometry as XYZ:
```
14
Properties=species:S:1:pos:R:3:nbo_charge:R:1
C -0.2979 1.3392 0.4670 -0.4185
N -0.4007 0.0999 -0.2955 -0.4307
C -1.3449 -0.8797 0.2035 -0.3984
C 0.7693 -0.3936 -0.9271 -0.2486
C 2.0137 0.0272 -0.3571 0.1483
N 2.7689 0.4091 0.4482 -0.3491
H -1.2233 1.4922 1.0336 0.2088
H -0.1723 2.1896 -0.2122 0.2044
H 0.5541 1.3316 1.1617 0.2054
H -1.1140 -1.1547 1.2424 0.1804
H -1.2917 -1.7819 -0.4125 0.2039
H -2.3715 -0.4922 0.1640 0.2015
H 0.6085 -0.8409 -1.9013 0.2401
H 1.5763 -1.3435 -0.4840 0.2525
```

Properties
- Total charge: 0
- Frontier orbital gap: 9.42 eV
- Relative energy (zero: lowest compared OMol25 entry of this formula, charge and spin): 3.298 eV
- Maximum force: 0.053 Eh/bohr
- Energy: -7254.57704 eV